[1]
Computed, not measured: 8 unconnected molecules or ions with the total composition C41H59F24N2O18 in a non-equilibrium geometry, with ωB97M-V/def2-TZVPD.

Computed properties:
highest occupied orbital energy	-12.28	eV
LUMO energy	-3.06	eV
orbital gap	9.2	eV

```
! wB97M-V def2-TZVPD RIJCOSX def2/J DEFGRID3
* xyz 1 1
C -3.166 8.318 -0.533
N -2.231 7.675 -1.465
C -2.437 6.234 -1.585
C -0.872 8.036 -1.236
O -0.200 8.325 -2.145
C -0.215 8.098 0.153
C -0.461 6.816 0.934
O -0.227 6.859 2.369
C -0.041 5.516 2.689
C 0.165 5.110 4.116
C -0.292 3.639 4.275
O 0.446 2.998 5.277
N 0.965 5.102 1.648
C 0.233 5.511 0.394
C 1.296 5.664 -0.715
C 2.036 4.354 -0.986
O 1.578 3.768 -2.191
C 1.594 2.373 -2.153
C 0.192 1.886 -1.827
F -0.217 2.283 -0.620
F 0.059 0.607 -1.917
F -0.638 2.433 -2.683
H -2.844 8.325 0.513
H -3.350 9.334 -0.874
H -4.126 7.817 -0.610
H -1.636 5.790 -2.178
H -2.497 5.695 -0.628
H -3.360 6.041 -2.123
H 0.859 8.184 0.005
H -0.489 8.983 0.720
H -1.548 6.710 0.914
H -0.965 5.041 2.320
H -0.417 5.732 4.786
H 1.200 5.165 4.459
H -1.363 3.587 4.474
H -0.153 3.108 3.318
H 0.839 2.184 4.951
H 1.745 5.749 1.791
H 1.131 4.107 1.794
H -0.497 4.781 0.064
H 2.013 6.422 -0.390
H 0.842 6.051 -1.623
H 1.905 3.633 -0.174
H 3.097 4.600 -1.077
H 1.831 1.983 -3.141
H 2.332 1.953 -1.467
C 1.354 -2.219 -3.389
C 1.313 -2.797 -1.992
O 2.227 -3.895 -1.831
C 3.508 -3.569 -1.712
O 3.952 -2.458 -1.721
C 4.357 -4.832 -1.524
F 4.061 -5.769 -2.436
F 4.148 -5.374 -0.310
F 5.660 -4.561 -1.628
H 1.164 -2.981 -4.145
H 0.606 -1.433 -3.483
H 2.332 -1.794 -3.611
H 0.320 -3.195 -1.793
H 1.511 -2.027 -1.246
C -3.011 -5.658 2.829
C -1.621 -5.058 2.856
O -1.445 -4.077 1.810
C -2.010 -2.897 2.009
O -2.640 -2.563 2.969
C -1.707 -1.972 0.823
F -1.958 -2.563 -0.357
F -0.410 -1.604 0.823
F -2.433 -0.852 0.861
H -3.223 -6.080 1.846
H -3.101 -6.442 3.580
H -3.774 -4.905 3.028
H -0.881 -5.832 2.667
H -1.388 -4.616 3.825
C -4.941 -1.785 -2.249
C -6.435 -1.691 -2.475
O -7.123 -2.821 -1.909
C -7.267 -2.815 -0.589
O -6.884 -1.962 0.156
C -8.035 -4.064 -0.140
F -7.520 -5.182 -0.684
F -9.327 -3.987 -0.505
F -8.003 -4.210 1.185
H -4.555 -2.727 -2.641
H -4.426 -0.959 -2.739
H -4.699 -1.757 -1.187
H -6.650 -1.711 -3.541
H -6.849 -0.764 -2.078
C -10.003 -7.364 -0.920
C -9.961 -7.896 0.497
O -10.465 -9.242 0.576
C -9.650 -10.197 0.141
O -8.549 -10.036 -0.297
C -10.315 -11.570 0.314
F -11.564 -11.576 -0.176
F -10.383 -11.901 1.615
F -9.625 -12.522 -0.315
H -11.014 -7.434 -1.323
H -9.683 -6.328 -0.946
H -9.355 -7.939 -1.580
H -10.607 -7.296 1.135
H -8.956 -7.849 0.918
C 8.570 -5.618 -1.382
C 9.567 -4.829 -0.558
O 10.903 -4.950 -1.079
C 11.170 -4.240 -2.170
O 10.409 -3.518 -2.743
C 12.632 -4.451 -2.586
F 12.950 -5.755 -2.623
F 13.463 -3.853 -1.714
F 12.870 -3.939 -3.794
H 8.878 -6.662 -1.452
H 7.583 -5.569 -0.933
H 8.503 -5.234 -2.399
H 9.603 -5.227 0.454
H 9.288 -3.778 -0.484
C 0.368 -0.542 3.756
C 0.264 -1.335 5.041
O 1.533 -1.900 5.408
C 2.416 -1.051 5.922
O 2.240 0.121 6.095
C 3.705 -1.793 6.298
F 4.131 -2.569 5.288
F 3.501 -2.581 7.364
F 4.682 -0.938 6.597
H 0.780 -1.156 2.956
H -0.611 -0.171 3.453
H 1.037 0.312 3.877
H -0.416 -2.174 4.904
H -0.130 -0.730 5.858
C 3.541 9.042 -4.584
C 3.273 8.399 -3.240
O 4.131 7.261 -3.009
C 5.393 7.524 -2.679
O 5.877 8.607 -2.555
C 6.146 6.209 -2.436
F 5.949 5.336 -3.435
F 5.714 5.624 -1.294
F 7.453 6.411 -2.320
H 3.449 8.305 -5.382
H 2.835 9.853 -4.764
H 4.550 9.449 -4.636
H 2.255 8.015 -3.212
H 3.372 9.114 -2.422
*
```

=====

[2]
Computed, not measured: a molecular structure, C41H59GeIrN2O7SSi in a non-equilibrium geometry, with ωB97M-V/def2-TZVPD.

Computed properties:
<S²>	8.80
highest occupied orbital energy (alpha / beta)	-9.91 / -10.78	eV
LUMO energy (alpha / beta)	-3.69 / -6.48	eV
orbital gap (alpha / beta)	6.2 / 4.3	eV

```
! wB97M-V def2-TZVPD RIJCOSX def2/J DEFGRID3
* xyz 1 6
Ir 0.078 0.155 0.069
C -3.673 -0.999 -3.858
C -2.704 0.118 -4.247
C -1.294 -0.452 -4.380
C -3.140 0.760 -5.550
O -2.678 1.163 -3.260
Si -2.802 1.132 -1.617
O -1.574 0.286 -0.994
O -4.252 0.487 -1.245
C -4.884 -0.342 -0.254
C -5.896 -1.202 -0.989
C -5.602 0.544 0.753
C -3.866 -1.222 0.461
O -2.738 2.739 -1.280
C -2.711 3.582 -0.120
C -4.120 4.094 0.127
C -2.190 2.845 1.110
C -1.781 4.741 -0.438
H -3.733 -1.740 -4.660
H -4.669 -0.588 -3.676
H -3.338 -1.498 -2.939
H -1.272 -1.262 -5.118
H -0.979 -0.841 -3.401
H -0.595 0.332 -4.689
H -3.188 0.022 -6.356
H -2.436 1.548 -5.833
H -4.127 1.213 -5.423
H -6.572 -0.566 -1.565
H -6.484 -1.794 -0.282
H -5.388 -1.882 -1.678
H -6.244 1.257 0.230
H -4.885 1.100 1.363
H -6.221 -0.062 1.420
H -3.381 -1.905 -0.245
H -4.360 -1.809 1.241
H -3.091 -0.605 0.921
H -4.805 3.256 0.273
H -4.461 4.674 -0.735
H -4.149 4.734 1.017
H -2.871 2.042 1.414
H -2.074 3.540 1.948
H -1.221 2.399 0.889
H -2.096 5.213 -1.373
H -0.754 4.380 -0.572
H -1.798 5.489 0.361
O -0.398 3.097 7.504
C -0.975 1.894 7.321
O -1.552 1.363 8.220
C -0.866 1.257 5.955
C -1.324 -0.056 5.843
C -1.278 -0.710 4.629
C -0.758 -0.049 3.502
S -0.705 -0.913 2.010
C -0.299 1.267 3.613
C -0.362 1.911 4.833
H 0.096 3.380 6.730
H -1.717 -0.538 6.729
H -1.643 -1.728 4.531
H 0.092 1.772 2.738
H -0.020 2.939 4.882
C 2.412 3.096 1.052
Ge 1.812 1.899 -0.363
C 1.464 3.095 -1.889
C 2.419 4.039 -2.287
C 2.129 4.944 -3.304
C 0.890 4.908 -3.936
C -0.057 3.962 -3.560
C 0.237 3.048 -2.550
C 3.479 1.127 -1.168
C 4.749 1.507 -0.629
C 5.928 1.036 -1.151
C 5.906 0.187 -2.277
C 4.692 -0.201 -2.867
C 4.693 -1.038 -3.994
C 3.496 -1.399 -4.608
C 2.299 -0.929 -4.098
C 2.284 -0.098 -2.966
C 3.467 0.273 -2.327
H 3.167 3.794 0.677
H 2.812 2.556 1.915
H 1.544 3.673 1.377
H 3.398 4.073 -1.810
H 2.866 5.684 -3.597
H 0.670 5.610 -4.733
H -1.034 3.929 -4.035
H -0.512 2.317 -2.277
H 4.790 2.170 0.227
H 6.872 1.329 -0.707
H 6.837 -0.158 -2.716
H 5.641 -1.401 -4.379
H 3.499 -2.038 -5.482
H 1.366 -1.195 -4.579
H 1.336 0.270 -2.593
C 2.347 -3.294 2.971
N 2.550 -2.309 1.909
C 3.037 -1.009 2.362
C 2.022 -2.423 0.669
O 1.774 -1.396 -0.014
N 1.759 -3.659 0.176
C 0.943 -3.759 -1.033
C 2.617 -4.815 0.451
H 1.866 -2.800 3.816
H 3.293 -3.713 3.316
H 1.694 -4.095 2.640
H 3.969 -1.147 2.912
H 2.310 -0.530 3.024
H 3.215 -0.363 1.513
H 0.211 -2.959 -1.063
H 0.420 -4.715 -1.022
H 1.559 -3.700 -1.936
H 3.520 -4.507 0.973
H 2.912 -5.262 -0.499
H 2.108 -5.580 1.039
*
```

=====

Q: What is the formula in the first record?
A: C41H59F24N2O18